Below is a structure of composition H2N2O3S in a non-equilibrium geometry, with properties calculated with ωB97M-V/def2-TZVPD.

XYZ file:
```
8
H2N2O3S | the Open Molecules 2025 dataset | ωB97M-V/def2-TZVPD
N 0.1204 -1.5972 -0.7250
N 0.2069 1.1758 0.8231
O 0.7397 0.9447 1.8856
O 0.4560 2.0189 -0.0040
O -1.6917 0.5877 -1.0568
S -1.2356 0.0111 0.1685
H 0.8915 -1.1258 -1.1310
H 0.5128 -2.0152 0.0396
```

Values from the calculation:
2S+1 = 1
Kohn-Sham gap (alpha / beta) = 8.81 / 8.81 eV
Relative energy (zero: lowest compared OMol25 entry of this formula, charge and spin) = 322.69 kJ/mol
Maximum force = 0.0914 Eh/bohr

=====

Below is a cluster of 5 separate species, C37H79N3O6P3 in total in a non-equilibrium geometry, with properties calculated with ωB97M-V/def2-TZVPD.

XYZ file:
```
128
C37H79N3O6P3 | the Open Molecules 2025 dataset | ωB97M-V/def2-TZVPD
C 6.5008 0.0092 2.6780
C 4.9402 -0.2173 2.2460
C 4.7599 0.4848 0.8044
C 5.5920 -0.3164 -0.3105
C 3.2338 0.7798 0.4084
N 2.7633 2.1271 0.5667
C 1.4066 2.5815 0.2523
P 1.0810 4.4219 0.6108
N 1.6041 4.6619 2.1344
C 0.3369 1.5970 -0.3367
C -1.1365 2.1656 -0.7107
C -2.3359 1.2999 -0.0488
C -3.4766 2.1820 0.6873
N -3.2322 3.1292 1.7987
O -4.6931 2.0277 0.3098
C 0.7668 0.0688 -0.5499
C -0.2318 -1.0290 -1.1546
O -0.3629 -2.2036 -0.7545
O -1.0919 -0.6222 -2.2345
C 2.2415 -0.3219 -0.1380
P 2.7828 -2.1477 -0.3205
P 2.3043 -3.2821 1.4732
O 2.8325 -2.6786 2.7810
O 0.6308 -3.5822 1.7048
O 3.0186 -4.8389 1.3056
H 6.9807 0.9016 2.1468
H 7.1098 -0.9201 2.3521
H 6.6249 0.0612 3.8222
H 4.2475 0.2187 3.0379
H 4.8347 -1.3408 2.0809
H 5.2679 1.5236 0.8968
H 5.0749 -0.4145 -1.3244
H 5.8057 -1.3994 0.0376
H 6.6268 0.1561 -0.4961
H 3.4436 2.8227 0.9414
H -0.3050 4.7764 0.6099
H 1.8407 5.3111 -0.2223
H 1.9606 3.7453 2.4816
H -1.2824 2.1819 -1.8582
H -1.2986 3.2471 -0.3707
H -2.8586 0.7716 -0.9349
H -1.9553 0.4552 0.6269
H -2.8019 2.5483 2.5495
H -2.5802 3.8646 1.4848
H -1.2778 -1.4286 -2.7862
H 2.0161 -2.6196 -1.4602
H 0.3085 -2.7338 2.1116
H 2.9260 -5.3369 2.1506
C -6.9214 -4.7174 -2.4614
C -6.5809 -3.7077 -3.5491
C -5.0827 -3.4198 -3.6591
C -4.4452 -2.7946 -2.4143
C -5.0626 -1.4752 -1.9496
C -4.9389 -0.3556 -2.9739
H -6.6434 -4.3528 -1.4697
H -7.9974 -4.9116 -2.4519
H -6.4088 -5.6671 -2.6368
H -7.1375 -2.7816 -3.3785
H -6.9283 -4.1013 -4.5100
H -4.9131 -2.7681 -4.5222
H -4.5566 -4.3555 -3.8820
H -3.3786 -2.6319 -2.6169
H -4.4860 -3.5110 -1.5870
H -4.5546 -1.1645 -1.0292
H -6.1151 -1.6144 -1.6858
H -3.8896 -0.1661 -3.2208
H -5.3598 0.5702 -2.5719
H -5.4779 -0.5902 -3.8950
C 8.3865 -2.6230 -3.4137
C 8.5622 -1.1262 -3.1971
C 7.4628 -0.2873 -3.8513
C 7.3797 -0.3931 -5.3773
C 8.6599 -0.0209 -6.1274
C 9.0794 1.4276 -5.9208
H 8.4395 -2.8870 -4.4721
H 9.1770 -3.1735 -2.8962
H 7.4246 -2.9638 -3.0200
H 9.5467 -0.8154 -3.5578
H 8.5538 -0.9275 -2.1194
H 7.6045 0.7603 -3.5659
H 6.4930 -0.5840 -3.4325
H 6.5646 0.2532 -5.7243
H 7.0927 -1.4123 -5.6570
H 8.4940 -0.1858 -7.1975
H 9.4797 -0.6862 -5.8392
H 8.2894 2.1120 -6.2412
H 9.9754 1.6476 -6.5073
H 9.3123 1.6355 -4.8732
C -2.6262 -6.5684 6.0747
C -3.6050 -6.8703 4.9481
C -2.9177 -7.2494 3.6351
C -2.0330 -6.1591 3.0223
C -2.7388 -4.8338 2.7312
C -3.8600 -4.9600 1.7090
H -1.9951 -5.7073 5.8422
H -3.1706 -6.3397 6.9951
H -1.9795 -7.4281 6.2700
H -4.2698 -6.0143 4.7993
H -4.2438 -7.7044 5.2569
H -3.6833 -7.5469 2.9117
H -2.3004 -8.1399 3.8016
H -1.6052 -6.5454 2.0895
H -1.1818 -5.9655 3.6839
H -1.9971 -4.1237 2.3480
H -3.1309 -4.3975 3.6554
H -3.4821 -5.3562 0.7627
H -4.3029 -3.9794 1.5122
H -4.6581 -5.6166 2.0639
C -1.8904 6.6698 2.3066
C -2.5870 7.7371 3.1387
C -4.1074 7.5739 3.1805
C -4.8148 7.6940 1.8269
C -4.5782 9.0091 1.0817
C -5.0956 10.2281 1.8323
H -2.1963 6.7122 1.2573
H -0.8059 6.8135 2.3415
H -2.1113 5.6696 2.6921
H -2.3181 8.7287 2.7640
H -2.2053 7.6828 4.1635
H -4.5201 8.3124 3.8743
H -4.3477 6.5933 3.6083
H -5.8914 7.5664 1.9879
H -4.5088 6.8641 1.1804
H -5.0879 8.9546 0.1135
H -3.5138 9.1378 0.8600
H -6.1672 10.1394 2.0285
H -4.9344 11.1322 1.2391
H -4.5802 10.3640 2.7864
```

Values from the calculation:
2S+1 = 1
Kohn-Sham gap = 6.39 eV
Maximum force = 0.1188 Eh/bohr
Charge = +1

=====

Below is the ion C6H14IN2 with charge +1 in a non-equilibrium geometry, with properties calculated with ωB97M-V/def2-TZVPD.

XYZ file:
```
23
C6H14IN2 | the Open Molecules 2025 dataset | ωB97M-V/def2-TZVPD
C 0.7764 0.7618 0.2532
C 0.0687 1.6776 -0.6781
C -2.0103 0.5521 -1.2498
C 0.2530 -0.7954 0.0771
C -0.5553 -1.1383 1.2940
C 1.4668 -1.5572 -0.0018
N -0.2979 -0.8499 -1.2285
N -1.3833 1.7225 -0.5770
I -3.8280 0.0182 -0.4318
H 1.8447 0.8519 -0.0955
H 0.7047 1.0421 1.3373
H 0.4908 2.6846 -0.5231
H 0.2885 1.4956 -1.6502
H -1.8674 0.5444 -2.3424
H 0.0528 -1.1792 2.1302
H -0.9904 -2.1261 1.3375
H -1.4706 -0.6122 1.5601
H 2.4042 -1.0623 -0.1622
H 1.3710 -2.2285 -0.9758
H 1.8203 -2.3730 0.7374
H -0.8762 -1.6283 -1.4884
H -1.6262 1.6358 0.4173
H -1.6993 2.6715 -0.8762
```

Values from the calculation:
2S+1 = 1
Kohn-Sham gap (alpha / beta) = 8.52 / 8.53 eV
Relative energy (zero: lowest compared OMol25 entry of this formula, charge and spin) = 397.01 kJ/mol
Maximum force = 0.1412 Eh/bohr
Charge = +1

=====

Question: What is the 2S+1 in the third record?
Answer: 1

=====

Question: Which formula does entry 1 have?
Answer: H2N2O3S

=====

Question: Look up the 2S+1 of the third one.
Answer: 1

=====

Question: Look up the maximum force of the first one.
Answer: 0.0914 Eh/bohr